1.
Formula: C55H122F12N11O3P3
Source: the OMol25 dataset
Level of theory: the ωB97M-V functional and the def2-TZVPD basis

ORCA input file:
```
! wB97M-V def2-TZVPD RIJCOSX def2/J DEFGRID3
* xyz 6 1
H 0.58228 -0.09292 -3.35319
H -7.08854 4.97314 2.30779
C 0.57161 5.04927 -2.75023
H -0.91439 3.48210 -0.04856
C -1.78335 -5.30852 0.07306
C -0.04760 -4.23954 0.89934
H -0.59992 2.75463 -3.53460
C -5.69250 5.61502 -2.26924
H 3.87818 -2.96871 -1.71660
H -1.56581 -0.32910 0.69131
C -6.04046 4.15625 4.92488
H -3.96191 2.34176 1.86860
H 5.29660 -2.39930 1.64979
H 1.57907 4.77328 -2.44946
F 0.52351 -3.89390 3.83139
C 4.06903 -3.65085 -4.06351
C -1.93203 1.04699 5.17689
H -2.82664 -5.49154 -0.11794
H -5.58049 5.89656 -0.07910
H 1.85016 -5.40797 -1.37759
H 3.05988 -3.58356 -3.65898
C -0.41964 -2.82562 -4.64155
H -6.83554 4.82855 5.24466
H -0.44241 7.09871 -2.93102
H 0.09387 -0.15009 -6.37078
N 0.43434 -5.15880 0.06418
C 1.39754 2.11963 5.42974
H 5.62367 -3.17836 -1.63394
H -5.18384 4.78165 4.66157
H -1.61842 -4.31252 -7.97408
N -1.36971 -4.41732 1.02557
H -1.88440 -5.95125 -7.42465
P -6.87044 3.11890 0.91909
H -2.46578 -1.82540 7.92073
F 1.91274 -2.68855 5.27102
H 7.35002 2.81033 -0.24182
H 4.46050 -4.55627 -3.59326
C -4.22807 1.96547 0.87715
N -0.34417 -3.34697 -5.88105
H -2.56445 4.24075 -1.79184
H -10.85542 3.88978 -0.07437
C 0.46457 6.56417 -2.63483
H 4.60310 1.19409 -1.62616
H 4.20153 -3.75644 1.29689
H -4.65739 4.62674 -0.71038
C -0.33607 2.78659 -2.48025
H 6.66797 -3.33901 -6.89075
C 6.53567 3.53192 -0.18228
H 0.38584 4.82279 -3.80305
H -12.15736 3.14364 -0.94769
H -2.30273 -4.02572 2.87373
C 6.36199 -2.61687 -3.84836
H 6.87162 1.80003 -3.30212
C 2.27787 -6.75491 0.20481
C -6.79792 4.12476 -0.55277
C 5.40918 1.51181 -0.96431
H -0.05631 2.16784 3.80232
C 5.83207 -5.52132 2.69476
H 6.92537 -2.06272 -3.09132
H -0.45740 -6.52037 -1.27391
C 0.41552 1.45274 4.47500
C -5.64924 5.08984 -0.80895
H -3.95842 2.74649 0.16091
H -0.76390 -1.00795 -2.77764
H 0.49800 -3.51548 1.48845
H -0.60809 -5.31613 -5.28842
O 6.10586 -3.09564 -6.14479
H 8.91765 2.89895 -2.87339
H -1.03056 -2.56598 7.05781
F 3.05960 0.50889 0.66012
H -7.07919 3.44115 -1.35819
F 2.64997 -0.37606 -1.33600
H -9.30186 3.37008 1.28712
H -1.88302 5.80147 -2.29253
H -7.53592 3.03283 3.93835
F 2.29220 -2.54968 3.04822
C 5.23968 -3.45936 1.41718
C -5.77660 1.68150 0.83232
C 5.72157 3.43965 -2.49959
N 5.42022 3.00875 -1.06683
H -1.94591 -2.58096 1.82911
H 4.95446 -7.15015 5.88173
H -1.12192 0.22051 -3.96468
H 7.85641 -2.37779 -5.28030
C -2.61415 0.06972 5.79279
H -0.95341 2.19712 -1.81172
H 0.43134 -1.01583 5.99722
N -0.46570 4.23468 -2.05004
H -6.88276 7.40438 -1.73651
H 0.74880 7.82787 -1.12883
H 0.39849 -5.14181 -6.69604
C -11.08224 3.09169 -0.78356
H 4.15953 4.64592 -0.59075
H -6.30298 2.44769 6.30769
F 1.06511 -0.53694 1.48552
H 5.65767 4.52280 -2.40984
C -0.02799 -2.31843 -6.74631
H -2.27729 1.95943 4.72101
H -0.72140 5.26172 -0.24530
C -0.47901 -0.45948 5.82591
C -2.01257 -2.10165 6.97485
P 2.14945 -3.75662 4.10696
H 6.33947 1.11691 -1.36287
N 5.86651 -4.19563 2.51323
C -8.58146 2.56371 1.10270
H 2.34437 -6.74298 1.29667
O 8.14756 3.15590 -2.35015
H -6.71880 7.04996 -3.44268
H 4.83711 -1.51418 -1.57498
C -0.52017 -4.78216 -6.23703
H 5.51207 -6.18906 1.91246
C -6.50302 3.33006 3.72288
P 1.82398 -0.41526 0.07043
C -2.24694 -3.62621 1.86297
C -0.65619 -5.82713 -0.47277
C -6.43661 4.09890 2.42271
C 6.64921 -7.17420 4.43067
H 4.13550 -3.75581 -5.13994
H 1.31503 7.05403 -3.11703
C -9.14211 1.66154 0.00713
C -10.66611 1.72538 -0.21184
C 6.99673 2.87582 -3.12398
H -11.07113 0.93091 -0.83749
H 6.39634 -7.92653 3.68552
H -5.96818 1.08966 1.73209
H 7.18272 3.27605 -4.12408
H -2.69543 -4.54666 -6.67692
H 6.23800 3.46555 0.86223
N -0.21322 -1.50371 -4.73316
C 0.00735 -1.16785 -6.03163
C -5.66326 3.32331 6.17650
N 4.89174 -2.51282 -3.49932
C 4.23277 -1.30006 -4.04763
F 3.74499 -3.81694 4.37991
C -0.36197 4.27958 -0.53855
H 5.24298 1.20906 0.06384
C -1.75723 -4.92717 -7.07828
H 7.73701 -7.21446 4.49526
H 3.29963 -6.97789 -0.09931
C 1.81090 -5.39696 -0.27973
H 0.97595 0.80933 3.79435
C 4.11322 3.56370 -0.51712
H 0.68626 4.16894 -0.26919
F 1.96877 -4.98979 5.13555
C 6.47057 -3.65426 3.62019
H -8.67872 1.87637 -0.96388
C -2.00141 0.66553 0.75739
H -4.62881 2.98105 6.19033
H -8.69300 2.10119 2.09188
H 6.60223 -1.16935 -5.44498
H -3.83498 0.23238 -0.32455
H 2.34687 2.29300 4.91557
H -3.86651 -0.03671 1.41092
H 3.31654 3.17239 -1.14936
H -7.71887 4.69593 -0.36706
C 6.77289 -2.23347 -5.25669
H -11.22297 1.58547 0.71979
H 7.41744 -4.75214 5.35277
C 4.83575 -2.52028 -1.97999
H -6.04443 2.33464 3.71603
H 4.85077 3.04736 -3.02896
F 2.66572 -1.73932 0.41981
H 4.87761 -0.43340 -3.87794
H -2.62676 -2.78763 6.39754
H -5.87332 3.96728 7.02810
H -1.96172 4.54118 -3.50495
H -5.47146 4.59205 2.25752
H 4.11694 3.09289 0.45985
N -0.63123 0.67103 5.11938
H 2.46299 -4.57499 0.01064
H 6.71174 -3.61201 -3.56215
C 6.01762 -7.38292 5.81028
H 1.78902 1.48633 6.23036
C -3.50666 0.64766 0.63213
H 3.23439 -1.13047 -3.65947
N 6.35078 -5.83587 3.86724
H -5.60226 4.78074 -2.96847
C 6.83354 -4.66584 4.45346
C -1.84100 4.72593 -2.43996
H 5.79381 -3.62321 0.49446
H 1.56273 -7.52054 -0.08608
H 6.95070 4.47562 -0.51987
H -8.87170 0.60875 0.13400
C -6.84284 6.59237 -2.45940
H -4.73755 6.12682 -2.44481
H 0.70313 2.48349 -2.36786
H -7.80202 6.07348 -2.46871
H -0.70011 -3.32990 -3.73256
H 4.23274 -1.34075 -5.13785
N -1.71103 -0.87579 6.21122
H 6.65205 -2.59330 3.61193
O 0.57791 6.88433 -1.23457
C -0.37409 -0.50866 -3.66409
F 2.35454 -4.86408 2.91260
H -1.59400 1.32994 -0.01274
H 6.25724 -8.40828 6.07493
H -10.58775 3.25295 -1.74274
H -5.92690 0.99581 -0.00158
H 0.01093 -2.47157 -7.81259
H -1.61275 1.12426 1.67125
H -3.66377 -0.01130 6.02270
H 6.41002 -6.63269 6.49966
F 0.65104 -1.27057 -0.69544
H 1.05725 3.05128 5.87548
F 1.11890 1.00992 -0.29175
H -3.27830 -3.63756 1.50853
*
```

Summary:
Energy relative to the best compared isomer or geometry (same formula, charge and spin) (kcal/mol): 0.0

Here are the Löwdin charges for atoms 1 to 99, given in e:
1 H 0.0841
2 H 0.1193
3 C -0.0989
4 H 0.0884
5 C 0.0065
6 C 0.0011
7 H 0.1043
8 C -0.2641
9 H 0.0911
10 H 0.0550
11 C -0.2418
12 H 0.1080
13 H 0.1034
14 H 0.1308
15 F -0.1957
16 C 0.0201
17 C -0.0354
18 H 0.1445
19 H 0.1206
20 H 0.1175
21 H 0.0944
22 C 0.0007
23 H 0.1203
24 H 0.1305
25 H 0.1456
26 N -0.0310
27 C -0.0494
28 H 0.0930
29 H 0.1068
30 H 0.0847
31 N -0.0677
32 H 0.1037
33 P 1.0097
34 H 0.1146
35 F -0.1403
36 H 0.1028
37 H 0.1189
38 C -0.2286
39 N -0.0312
40 H 0.0965
41 H 0.0632
42 C -0.1861
43 H 0.0852
44 H 0.0666
45 H 0.0652
46 C -0.0011
47 H 0.1266
48 C 0.0202
49 H 0.1462
50 H 0.0871
51 H 0.1095
52 C -0.1004
53 H 0.1049
54 C -0.0430
55 C -0.2708
56 C -0.0077
57 H 0.1167
58 C -0.0269
59 H 0.1403
60 H 0.1402
61 C -0.1677
62 C -0.2406
63 H 0.0834
64 H 0.0896
65 H 0.1410
66 H 0.1228
67 O -0.0380
68 H 0.1247
69 H 0.1060
70 F -0.1850
71 H 0.1087
72 F -0.2029
73 H 0.1092
74 H 0.1038
75 H 0.1186
76 F -0.1646
77 C 0.0088
78 C -0.2489
79 C -0.0728
80 N -0.3517
81 H 0.0875
82 H 0.0868
83 H 0.1003
84 H 0.1482
85 C -0.0153
86 H 0.0821
87 H 0.1581
88 N -0.3337
89 H 0.0908
90 H 0.1165
91 H 0.1377
92 C -0.0947
93 H 0.1185
94 H 0.0774
95 F -0.1353
96 H 0.1443
97 C 0.0192
98 H 0.1317
99 H 0.1062



2.
Formula: C20H32NO7
Source: the OMol25 dataset
Level of theory: the ωB97M-V functional and the def2-TZVPD basis

ORCA input file:
```
! wB97M-V def2-TZVPD RIJCOSX def2/J DEFGRID3
* xyz 1 1
H -1.02665 -6.56100 -1.37053
H -0.88726 4.64775 1.63495
H -1.49946 7.43414 3.10563
C 0.39683 -3.59818 -1.61701
H -0.66066 -0.46895 -1.24055
H -0.20956 -8.22556 -2.80923
C -0.49966 -2.86458 -4.12095
C -0.25933 2.35336 0.62945
H 0.73702 6.53461 3.85524
C -0.96031 7.85918 3.95234
C 0.52947 7.60504 3.85439
H -0.84159 -1.58640 0.12511
H 0.99020 -5.98170 -2.18967
H -1.71337 -0.05298 0.10975
O -0.91377 9.49574 1.83986
H 2.92270 -7.52543 -0.76469
H -0.41610 5.53020 0.17077
C -1.33529 12.10041 2.07131
C -1.16818 9.94756 2.92707
H -1.63236 -4.07008 -1.14974
C 1.10479 -6.39679 -1.19319
H 0.94202 8.03064 2.94080
H 2.47584 -7.41677 -2.33759
C 0.85677 -2.74908 -3.82222
H 1.43072 -9.28394 -0.42038
O 0.88385 -3.30514 0.68380
C 1.31307 -3.12230 -2.56101
O -1.25374 9.25789 4.06357
H -1.82769 4.46254 0.12954
H -0.29794 12.18537 1.75225
C -0.04579 -8.42164 -1.75544
C 1.34789 -8.86710 -1.41345
H 1.28633 -5.76152 0.85209
H 0.28710 0.07520 1.62561
H 2.35459 -3.04377 -2.28607
H -0.81718 -9.11775 -1.44422
H -1.69350 13.06819 2.40840
N 2.12326 -7.54352 -1.39277
C -0.77598 -0.54034 -0.15611
C -0.96257 -3.70673 -1.91382
O 0.59337 1.46514 0.11526
C -0.20378 -7.11745 -0.93584
H 1.78064 -9.48364 -2.19130
C 0.39682 0.11046 0.54214
H -2.46335 -3.39768 -3.40128
H 1.56150 -2.38483 -4.55115
H -1.94993 11.74781 1.24651
O 0.03612 3.54823 0.12444
O -1.43730 11.22316 3.19634
H 1.05010 8.06386 4.69559
O -1.13084 2.11794 1.42541
C 0.90202 -4.01064 -0.27203
H 2.61046 -5.23900 -0.14756
H 1.32086 -0.40419 0.28493
C -1.41194 -3.33307 -3.17694
C 1.53188 -5.40419 -0.14412
H -1.35550 7.40617 4.85930
H -0.42995 -7.30430 0.10824
H -0.85251 -2.58239 -5.10096
C -0.83314 4.60207 0.54971
*
```

What are the Löwdin partial charges on each atom? They are as follows, in elementary charge units:
1 H 0.1202
2 H 0.0905
3 H 0.1177
4 C -0.2039
5 H 0.0840
6 H 0.1271
7 C -0.0617
8 C -0.6125
9 H 0.0766
10 C -0.2131
11 C -0.0650
12 H 0.0519
13 H 0.1508
14 H 0.0811
15 O 0.1175
16 H 0.1787
17 H 0.0962
18 C -0.0361
19 C -0.6134
20 H 0.1230
21 C -0.2478
22 H 0.0741
23 H 0.1764
24 C -0.0546
25 H 0.1383
26 O 0.1566
27 C -0.0233
28 O 0.0400
29 H 0.0997
30 H 0.0985
31 C -0.1420
32 C -0.0780
33 H 0.1370
34 H 0.1281
35 H 0.1214
36 H 0.1303
37 H 0.0938
38 N 0.1184
39 C -0.0617
40 C -0.0435
41 O 0.0383
42 C -0.1130
43 H 0.1341
44 C -0.2077
45 H 0.1104
46 H 0.1095
47 H 0.0952
48 O 0.0096
49 O 0.0086
50 H 0.0824
51 O 0.1245
52 C -0.3535
53 H 0.1381
54 H 0.1154
55 C -0.0524
56 C -0.0439
57 H 0.1229
58 H 0.1333
59 H 0.1092
60 C -0.0322



3.
Formula: C26H27AuBF2N6O2P
Source: the OMol25 dataset
Level of theory: the ωB97M-V functional and the def2-TZVPD basis

ORCA input file:
```
! wB97M-V def2-TZVPD RIJCOSX def2/J DEFGRID3
* xyz 0 1
H 0.11746 0.94161 5.83014
C 0.04280 -3.14607 1.77739
Au -0.16927 -0.08109 -0.22746
H 1.40886 0.16397 2.55553
H -5.30673 1.93211 -2.67381
H -7.59627 1.34822 -1.88683
C -4.39449 0.67249 -1.18355
C 2.27100 2.46332 -4.20598
O -2.90914 -1.32281 1.24499
H -0.98066 3.06712 5.71529
N 1.96734 -0.13694 -0.24526
H 0.02335 -0.17390 4.45322
C -2.93744 0.77437 -1.35798
H 3.07363 -0.68717 -5.13844
H -0.69699 4.31006 2.33468
C -1.32391 1.37816 2.84904
H 3.30930 -3.54302 1.88841
O -2.39757 1.57393 -2.26011
C 2.52429 -1.14003 0.36593
N 0.42949 -2.10774 1.04362
C -5.83421 -0.53566 0.32599
H 1.10980 -4.79066 2.84376
H 1.41443 2.94871 5.64304
H 1.05289 4.22228 2.28368
C 2.68386 1.08178 -2.27225
N -1.12432 1.56845 4.28695
C 2.94548 0.00603 -3.11702
N 1.32079 1.44687 4.21304
C -3.21701 -0.60592 0.34389
H -2.26470 1.85578 2.55395
H 2.48248 1.51008 -6.11456
C -5.45454 1.25108 -1.84673
H 2.55958 1.86377 -0.29394
C -4.57802 -0.20084 -0.12155
H 3.85592 0.69105 -0.53056
C 0.08300 0.87748 4.73978
B -1.30464 1.25394 -3.05358
C 1.14733 -3.90111 2.23429
C 1.36263 2.86446 4.55490
C 2.86977 0.15651 -4.49148
H 2.12044 3.14298 -2.17329
C 0.15923 3.70085 2.63733
H -1.88232 3.51664 4.25699
C 2.53744 1.39017 -5.04019
C 2.33417 2.30467 -2.82704
C -6.73212 0.91803 -1.39871
C 1.42087 1.23709 2.76683
N -2.25974 0.06614 -0.52098
H 1.99944 3.42318 -4.62614
H 2.26557 3.30855 4.13065
H 3.61417 -1.18357 0.41068
C 2.81059 0.91414 -0.77833
C -6.91842 0.04334 -0.33480
F -0.99626 0.00414 -3.31527
H -5.97228 -1.21847 1.15327
C -1.00354 2.98284 4.62601
H -7.92469 -0.18968 -0.01341
C 2.27607 -3.26325 1.74651
H 3.20195 -0.95648 -2.68962
H -1.00610 -3.33006 1.96461
P 0.05572 2.04193 1.78821
C 1.79980 -2.15507 1.01276
N 0.19881 3.62619 4.10037
H -1.42762 0.30968 2.64325
H 2.38462 1.61724 2.41407
F -0.73772 2.25053 -3.68735
*
```

Summary:
Energy relative to the best compared isomer or geometry (same formula, charge and spin) (kcal/mol): 35.5

What are the Löwdin partial charges on each atom? They are as follows, in elementary charge units:
1 H 0.1243
2 C -0.1924
3 Au 0.7901
4 H 0.0665
5 H 0.1250
6 H 0.1104
7 C -0.0810
8 C -0.0969
9 O 0.1521
10 H 0.1233
11 N -0.1379
12 H 0.1295
13 C -0.2525
14 H 0.1019
15 H 0.0780
16 C -0.3525
17 H 0.0928
18 O 0.2565
19 C -0.1297
20 N -0.0238
21 C 0.0202
22 H 0.0792
23 H 0.1235
24 H 0.0784
25 C -0.2266
26 N -0.1510
27 C -0.0377
28 N -0.1489
29 C -0.3487
30 H 0.0830
31 H 0.1001
32 C 0.0176
33 H 0.0946
34 C -0.0808
35 H 0.1211
36 C -0.1889
37 B -0.8282
38 C -0.1133
39 C -0.2007
40 C -0.0799
41 H 0.1123
42 C -0.3489
43 H 0.1220
44 C -0.0931
45 C -0.0546
46 C -0.0512
47 C -0.3406
48 N 0.0683
49 H 0.1043
50 H 0.1232
51 H 0.1316
52 C -0.2106
53 C -0.0476
54 F 0.2749
55 H 0.1283
56 C -0.2036
57 H 0.1108
58 C -0.0710
59 H 0.1140
60 H 0.0851
61 P 0.9542
62 C -0.3856
63 N -0.1583
64 H 0.0619
65 H 0.0839
66 F 0.2937



4.
Formula: C4H12NO
Source: the OMol25 dataset
Level of theory: the ωB97M-V functional and the def2-TZVPD basis

ORCA input file:
```
! wB97M-V def2-TZVPD RIJCOSX def2/J DEFGRID3
* xyz 1 1
H 9.34030 10.43544 -20.51853
H -1.97871 -1.04819 4.36834
H -1.51015 1.15164 0.96049
C -0.28345 -2.78920 3.00703
H -1.77034 -2.29542 1.51188
O 0.61319 -1.82650 2.51935
C -1.71422 -2.36451 2.62116
H -0.01568 -3.85974 2.52358
H 0.10393 -0.84591 2.65842
N -1.28796 0.25737 1.22197
H -2.44673 -3.14131 2.99795
C -1.08892 0.05699 2.66626
C -2.03929 -0.96613 3.23451
H -0.22632 -2.87783 4.13203
H -1.04765 1.06235 3.14842
H 8.96042 9.82778 -20.65104
H -0.55596 -0.10517 0.61586
H -3.05245 -0.67168 2.98232
*
```

Summary:
Energy relative to the best compared isomer or geometry (same formula, charge and spin) (kcal/mol): 138.5

What are the Löwdin partial charges on each atom? They are as follows, in elementary charge units:
1 H 0.0001
2 H 0.1569
3 H 0.0768
4 C -0.2370
5 H 0.1241
6 O -0.0270
7 C -0.1608
8 H 0.2008
9 H 0.1011
10 N 0.1643
11 H 0.1472
12 C 0.0051
13 C -0.1402
14 H 0.1388
15 H 0.1606
16 H -0.0001
17 H 0.1375
18 H 0.1517



E / a.u.: -5217.607290; -1362.500760; -2187.758686; -289.154094